Run one
The following is a DFT calculation (wB97M-V/def2-TZVPD) of 2 unconnected molecules or ions with the total composition CH4ClOPS.

net charge: 0

Geometry (Å):
C: -0.050 -0.159 0.711
O: 0.021 -0.163 -2.397
P: -1.648 -0.167 -0.157
S: -2.956 -1.526 0.228
Cl: -2.267 1.779 -0.212
H: 0.453 0.645 0.400
H: -0.234 -0.086 1.874
H: 0.546 -1.119 0.427
H: -0.334 -0.321 -3.249

=====

Run two
The following is a DFT calculation (wB97M-V/def2-TZVPD) of 2 unconnected molecules or ions with the total composition CH4ClOPS.

net charge: 0

Geometry (Å):
C: 0.049 0.535 0.771
O: 0.203 -1.961 -1.947
P: 1.674 0.020 -0.069
S: 2.641 1.454 -0.924
Cl: 2.684 -1.046 1.288
H: -0.448 -0.416 0.921
H: -0.013 0.714 1.828
H: -0.649 1.155 0.187
H: 0.481 -1.565 -2.837

=====

Most stable pick: run one. Distance to second place: 0.0371 hartree.

=====

Run one
The following is a DFT calculation (wB97M-V/def2-TZVPD) of C5H8N2O2S in the gas phase.

net charge: 0

Geometry (Å):
C: -2.290 0.901 -0.073
C: -1.477 0.445 -1.126
C: -2.327 2.476 -0.011
C: 0.587 -2.034 0.666
C: 0.773 -0.525 0.410
N: -3.144 0.423 0.713
N: -2.971 -1.555 -0.507
O: -3.423 -2.645 -0.525
O: -3.458 -0.890 0.571
S: 0.016 -0.101 -1.277
H: -2.799 2.788 0.950
H: -1.284 2.903 -0.040
H: -2.787 3.015 -0.880
H: 0.837 -2.520 -0.272
H: 1.343 -2.217 1.587
H: -0.435 -2.190 0.899
H: 1.690 -0.106 0.326
H: 0.258 0.118 1.113

=====

Run two
The following is a DFT calculation (wB97M-V/def2-TZVPD) of a molecular structure, C5H8N2O2S.

net charge: 0

Geometry (Å):
C: 0.221 -1.298 -0.935
C: -0.937 -2.041 -0.978
C: -2.417 1.228 -0.665
C: -1.174 0.221 0.467
C: 0.862 1.026 -0.362
N: -1.295 0.478 1.775
N: 0.193 -0.194 0.090
O: -2.138 1.006 -1.764
O: -2.992 1.872 0.136
S: -2.141 -2.134 0.183
H: 0.930 -1.135 -1.689
H: -0.988 -2.781 -1.670
H: 0.282 1.349 -1.106
H: 0.896 1.872 0.375
H: 1.992 0.796 -0.517
H: -0.841 -0.059 2.388
H: -1.837 1.277 2.030
H: 0.519 -0.550 0.997

=====

Most stable pick: run two. Distance to second place: 0.1243 hartree.

=====

Run one
The following is a DFT calculation (wB97M-V/def2-TZVPD) of a gas-phase ion, C22H29N2 (charge +1).

net charge: +1
structure (SMILES): C[C@H](CN1CC[NH+](C/C=C/c2ccccc2)CC1)c1ccccc1

Geometry (Å):
C: -3.510 2.486 -1.979
H: -4.229 1.687 -2.141
H: -4.053 3.405 -1.777
H: -2.933 2.615 -2.892
C: -2.595 2.140 -0.802
C: -1.833 0.869 -1.085
C: -0.780 0.848 -1.995
C: -0.110 -0.332 -2.274
C: -0.477 -1.510 -1.642
C: -1.507 -1.496 -0.719
C: -2.177 -0.315 -0.444
H: -2.994 -0.319 0.264
H: -1.797 -2.409 -0.222
H: 0.025 -2.436 -1.873
H: 0.686 -0.337 -3.006
H: -0.506 1.751 -2.520
H: -3.230 1.972 0.073
C: -1.634 3.311 -0.511
N: -0.425 2.820 0.119
C: -0.553 2.299 1.462
H: -0.427 3.087 2.221
H: -1.539 1.860 1.595
C: 0.530 1.213 1.623
N: 1.524 1.382 0.538
H: 0.993 1.201 -0.336
C: 1.952 2.797 0.485
H: 2.790 2.898 -0.206
H: 2.291 3.088 1.481
C: 0.752 3.650 0.019
H: 0.689 4.567 0.626
H: 0.878 3.947 -1.024
C: 2.653 0.412 0.651
C: 2.195 -0.978 0.347
C: 1.895 -1.880 1.282
C: 1.415 -3.229 1.031
C: 0.678 -3.879 2.023
C: 0.172 -5.146 1.809
C: 0.409 -5.794 0.607
C: 1.161 -5.170 -0.376
C: 1.659 -3.899 -0.170
H: 2.272 -3.434 -0.927
H: 1.364 -5.682 -1.305
H: 0.020 -6.787 0.441
H: -0.403 -5.634 2.582
H: 0.492 -3.378 2.962
H: 1.982 -1.610 2.328
H: 2.094 -1.216 -0.699
H: 3.059 0.486 1.662
H: 3.425 0.715 -0.061
H: 0.103 0.213 1.528
H: 1.040 1.295 2.584
H: -2.145 4.074 0.093
H: -1.340 3.779 -1.452

=====

Run two
The following is a DFT calculation (wB97M-V/def2-TZVPD) of 2 unconnected molecules or ions with the total composition C22H29N2.

net charge: +1

Geometry (Å):
C: 0.784 2.239 -3.133
C: -0.240 1.408 -2.482
N: -1.192 0.776 -3.210
C: -1.242 0.774 -4.661
C: -2.095 0.116 -2.374
C: -1.654 0.303 -1.036
C: -2.331 -0.367 -0.019
C: -3.462 -1.136 -0.357
C: -3.882 -1.295 -1.689
C: -3.192 -0.658 -2.736
C: -0.448 1.137 -1.097
C: 0.439 1.454 -0.054
C: 0.093 1.676 1.323
C: -1.220 2.051 1.714
C: -1.602 2.029 3.049
C: -0.706 1.608 4.044
C: -1.182 1.371 5.451
C: 0.632 1.380 3.687
C: 1.046 1.488 2.367
H: 1.369 2.739 -2.357
H: 1.469 1.627 -3.744
H: 0.343 3.009 -3.789
H: -2.081 0.159 -4.984
H: -1.375 1.789 -5.048
H: -0.322 0.362 -5.089
H: -1.978 -0.289 1.012
H: -4.024 -1.624 0.438
H: -4.753 -1.911 -1.919
H: -3.493 -0.742 -3.783
H: 1.487 1.595 -0.337
H: -1.938 2.353 0.951
H: -2.620 2.302 3.338
H: -0.348 1.069 6.097
H: -1.638 2.283 5.859
H: -1.950 0.582 5.490
H: 1.348 1.103 4.465
H: 2.101 1.378 2.109
C: 2.422 -3.621 0.359
C: 2.374 -2.102 0.229
C: 3.350 -1.463 1.211
C: 2.761 -1.719 -1.198
N: 1.023 -1.643 0.578
H: 1.757 -4.090 -0.375
H: 3.439 -3.990 0.175
H: 2.120 -3.939 1.363
H: 3.313 -0.368 1.155
H: 3.106 -1.764 2.235
H: 4.378 -1.782 0.999
H: 2.601 -0.650 -1.377
H: 3.818 -1.956 -1.381
H: 2.152 -2.280 -1.915
H: 0.926 -0.644 0.413
H: 0.314 -2.127 0.034

=====

Most stable pick: run two. Distance to second place: 0.0100 hartree.

=====

Run one
The following is a DFT calculation (wB97M-V/def2-TZVPD) of 2 unconnected molecules or ions with the total composition CH6S4Si.

net charge: 0

Geometry (Å):
C: -1.392 -1.256 0.669
Si: 1.284 0.017 0.084
S: -0.365 2.436 -0.331
S: 1.133 -0.985 -1.764
S: 3.294 0.381 0.792
S: 0.134 -1.024 1.614
H: -1.765 -0.298 0.172
H: -2.412 -1.513 1.261
H: -1.301 -1.974 -0.129
H: -1.071 1.659 0.568
H: 2.122 -0.299 -2.428
H: 2.896 1.116 1.967

=====

Run two
The following is a DFT calculation (wB97M-V/def2-TZVPD) of 2 unconnected molecules or ions with the total composition CH6S4Si.

net charge: 0
structure (SMILES): S=[Si](S)S.CS

Geometry (Å):
C: -1.514 0.679 -0.009
Si: 2.912 -0.657 0.699
S: 1.602 -1.081 2.237
S: 2.497 0.315 -1.201
S: 5.014 -0.719 0.968
S: -0.953 -1.057 -0.346
H: -2.473 0.504 -0.310
H: -0.952 1.179 -0.764
H: -1.255 0.941 1.003
H: -0.250 -1.545 0.621
H: 1.280 0.569 -0.695
H: 5.522 -0.588 -0.379

=====

Most stable pick: run two. Distance to second place: 0.0031 hartree.